Formula: C6H7N5O
Source: OMol25
Level of theory: wB97M-V/def2-TZVPD

Each line ends with the Mulliken charge.
Geometry (Å):
O 0.97 -0.72 1.58  -0.522
C 0.78 -0.83 0.17  1.104
N 0.65 0.44 -0.64  -0.262
C -0.47 1.18 -0.25  0.106
C -0.41 2.41 0.46  -0.542
C -1.72 2.64 0.87  -0.345
N -2.60 1.79 0.32  -0.757
N -1.80 0.81 -0.25  0.285
C 1.86 -1.66 -0.51  -0.540
C 1.41 -2.85 -0.88  -0.515
N 0.02 -2.81 -0.66  -0.493
N -0.33 -1.81 0.01  -0.163
H 0.14 -0.55 2.02  0.350
H 0.64 0.10 -1.60  0.335
H 0.44 2.98 0.64  0.433
H -2.16 3.58 1.27  0.400
H -2.14 -0.06 -0.61  0.277
H 2.87 -1.09 -0.51  0.317
H 1.87 -3.55 -1.43  0.533

The gap between HOMO and LUMO is 8.557 eV. As for the SMILES: O[C@@]1(Nc2ccn[nH]2)C=CN=N1. As for the spin multiplicity: 1. For the energy above the lowest of the compared OMol25 structures with the same formula, charge and spin, the calculation gives 3.359 eV. The value obtained for the strongest force on any atom is 4.52 eV/Å. The calculation puts the HOMO energy at -9.23 eV. As for the calculated total energy: -15829.8100 eV.

***

Formula: C72H54F10O12V2
Source: OMol25
Level of theory: wB97M-V/def2-TZVPD

Each line ends with the Mulliken charge.
Geometry (Å):
O -1.74 -0.32 0.28  -0.397
V -0.47 -1.16 0.69  1.233
O 0.77 -0.74 -0.18  -0.423
O 0.92 -1.25 6.15  -0.583
V 0.11 -0.81 4.78  1.019
O -1.41 -1.27 4.92  -0.594
C 0.34 3.39 3.95  -1.092
C 0.54 4.13 2.78  0.442
C 0.33 3.48 1.43  0.755
O 0.42 4.17 0.33  -0.968
C 0.09 2.15 1.37  -0.761
C -0.03 1.30 2.57  0.814
C -0.02 1.99 3.95  0.902
O -0.01 1.28 4.94  -0.964
O -0.24 0.08 2.65  0.555
O 1.13 5.30 2.92  -0.816
H 0.53 3.80 4.93  0.359
H -0.03 1.66 0.41  0.742
C 0.72 -4.60 4.06  -0.240
C 0.40 -5.98 3.98  0.282
C -0.43 -6.46 2.71  0.304
O -0.88 -7.60 2.78  -0.700
C -0.58 -5.58 1.58  -0.577
C -0.26 -4.26 1.71  0.524
C 0.38 -3.82 3.01  -0.609
O 0.70 -2.55 3.22  -0.742
O -0.59 -3.47 0.75  -0.572
O 0.70 -6.82 4.84  -0.704
H 1.14 -4.18 4.96  0.449
H -0.99 -5.95 0.65  0.466
F 3.14 4.82 -0.03  -0.289
C 3.72 3.95 -0.90  1.083
C 3.49 2.61 -0.66  -0.146
C 4.30 1.61 -1.17  -0.446
C 5.41 1.97 -1.93  -0.949
C 5.64 3.36 -2.20  -0.640
C 4.78 4.36 -1.71  -1.024
H 2.65 2.31 -0.06  0.326
H 4.05 0.57 -1.03  0.599
H 6.14 1.23 -2.22  0.688
H 6.53 3.56 -2.77  0.389
H 5.01 5.38 -2.01  0.422
F -3.35 -3.19 -2.65  -0.334
C -2.18 -2.71 -3.07  0.289
C -2.09 -1.32 -3.21  -0.164
C -0.91 -0.76 -3.74  -0.715
C 0.15 -1.62 -4.02  -0.309
C 0.06 -3.05 -3.93  -0.645
C -1.15 -3.56 -3.48  -0.328
H -2.91 -0.64 -3.05  0.411
H -0.85 0.30 -3.93  0.462
H 1.06 -1.14 -4.33  0.505
H 0.89 -3.73 -4.06  0.453
H -1.32 -4.61 -3.27  0.366
F -3.75 3.45 2.56  0.095
C -3.73 4.81 2.69  0.308
C -2.79 5.59 2.02  0.034
C -2.70 6.91 2.28  -0.859
C -3.61 7.53 3.16  -0.524
C -4.61 6.76 3.81  -0.454
C -4.70 5.39 3.56  -0.657
H -2.07 5.25 1.29  0.442
H -1.89 7.45 1.81  0.438
H -3.52 8.59 3.32  0.367
H -5.33 7.21 4.47  0.386
H -5.33 4.73 4.14  0.414
F 5.54 -3.62 -5.16  -0.332
C 5.46 -2.29 -5.15  0.380
C 4.51 -1.68 -4.32  -0.737
C 4.55 -0.27 -4.30  0.027
C 5.56 0.42 -4.91  -0.743
C 6.43 -0.19 -5.78  -0.494
C 6.37 -1.62 -5.95  -0.675
H 3.80 -2.23 -3.72  0.715
H 3.85 0.30 -3.71  0.581
H 5.75 1.48 -4.76  0.484
H 7.15 0.40 -6.34  0.367
H 7.06 -2.16 -6.57  0.414
F -2.89 5.23 -1.21  -0.290
C -3.46 4.13 -1.67  -0.257
C -4.32 4.18 -2.76  -0.354
C -4.97 3.05 -3.21  -0.885
C -4.74 1.86 -2.50  -0.601
C -3.84 1.79 -1.37  -0.525
C -3.22 2.94 -1.00  0.437
H -4.44 5.09 -3.32  0.428
H -5.66 3.17 -4.04  0.401
H -5.12 0.91 -2.84  0.423
H -3.68 0.84 -0.89  0.701
H -2.55 3.06 -0.16  0.454
F 5.76 -1.68 -0.19  -0.340
C 4.90 -2.70 0.07  0.200
C 3.65 -2.74 -0.55  0.043
C 2.84 -3.84 -0.37  -0.254
C 3.27 -4.94 0.36  -0.729
C 4.48 -4.82 1.10  -0.568
C 5.30 -3.73 0.91  -0.448
H 3.45 -1.80 -1.05  0.289
H 1.78 -3.79 -0.60  0.577
H 2.66 -5.82 0.53  0.375
H 4.88 -5.63 1.70  0.435
H 6.27 -3.63 1.37  0.434
F 2.36 -0.31 3.91  0.417
C 3.46 0.38 3.59  0.372
C 3.53 1.77 3.75  -0.307
C 4.64 2.47 3.27  -0.362
C 5.75 1.78 2.76  -0.766
C 5.69 0.35 2.65  -0.512
C 4.51 -0.34 3.06  -0.727
H 2.66 2.34 4.04  0.396
H 4.63 3.54 3.33  0.440
H 6.65 2.21 2.36  0.370
H 6.54 -0.17 2.22  0.376
H 4.38 -1.41 3.02  0.498
F -2.70 -1.99 2.39  -0.022
C -3.84 -1.31 2.21  -0.212
C -4.70 -1.76 1.19  0.249
C -5.72 -1.03 0.70  -0.649
C -6.13 0.06 1.43  -0.428
C -5.39 0.58 2.50  -0.574
C -4.24 -0.13 2.86  -0.117
H -4.44 -2.72 0.78  -0.071
H -6.29 -1.44 -0.13  0.505
H -7.04 0.61 1.27  0.319
H -5.62 1.54 2.94  0.427
H -3.63 0.08 3.73  0.408
F -8.14 -7.10 2.13  -0.333
C -6.85 -6.68 1.97  0.249
C -5.84 -6.91 2.82  -0.399
C -4.60 -6.31 2.61  -0.615
C -4.37 -5.47 1.50  -0.028
C -5.38 -5.26 0.55  -0.720
C -6.64 -5.91 0.81  -0.231
H -6.01 -7.52 3.69  0.390
H -3.81 -6.36 3.35  0.385
H -3.41 -5.01 1.37  0.444
H -5.21 -4.70 -0.36  0.487
H -7.46 -5.72 0.14  0.369
F 3.23 2.84 -4.85  -0.218
C 1.93 3.02 -4.82  0.043
C 1.17 3.20 -5.99  -0.510
C -0.22 3.39 -5.95  -0.806
C -0.84 3.40 -4.68  -0.135
C -0.08 3.37 -3.52  -0.774
C 1.26 3.01 -3.58  0.330
H 1.70 3.17 -6.93  0.398
H -0.81 3.48 -6.85  0.413
H -1.90 3.58 -4.57  0.366
H -0.57 3.41 -2.55  0.433
H 1.68 3.03 -2.58  0.402

The gap between HOMO and LUMO is 6.399 eV. Its total charge is -2. As for the spin multiplicity: 1. For the energy above the lowest of the compared OMol25 structures with the same formula, charge and spin, the calculation gives 0.000 eV. The value obtained for the strongest force on any atom is 6.55 eV/Å. The calculation puts the HOMO energy at -3.45 eV. As for the calculated total energy: -178660.3464 eV.

***

Formula: C5H6O2
Source: OMol25
Level of theory: wB97M-V/def2-TZVPD

Each line ends with the Mulliken charge.
Geometry (Å):
O 1.93 -1.48 -0.67  -0.424
C 1.59 -0.33 -0.58  -0.119
C 0.24 0.11 -0.07  0.335
C -0.66 -1.04 1.49  -0.720
C -0.84 -1.02 0.04  -0.146
C -0.41 1.44 -0.42  -0.179
O -1.48 1.72 0.04  -0.445
H 2.31 0.50 -0.75  0.316
H -1.18 -0.12 1.84  0.242
H 0.58 0.59 0.88  0.156
H -1.78 -0.61 -0.36  0.325
H -0.53 -1.92 -0.50  0.305
H 0.22 2.17 -0.96  0.352

The gap between HOMO and LUMO is 8.797 eV. As for the spin multiplicity: 1. For the energy above the lowest of the compared OMol25 structures with the same formula, charge and spin, the calculation gives 5.266 eV. The value obtained for the strongest force on any atom is 1.21 eV/Å. The calculation puts the HOMO energy at -8.83 eV. As for the calculated total energy: -9371.8292 eV.

***

Formula: C27H25N3OOsS3
Source: OMol25
Level of theory: wB97M-V/def2-TZVPD

Each line ends with the Mulliken spin population.
Geometry (Å):
Os -0.40 0.07 1.03  2.965
O -0.45 -1.69 -0.03  -0.032
S -1.32 -1.79 -1.33  0.003
C -0.84 -3.35 -2.00  0.010
C 0.26 -4.04 -1.52  0.005
C 0.58 -5.25 -2.11  0.001
C -0.19 -5.74 -3.16  0.000
C -1.29 -5.04 -3.62  0.000
C -1.64 -3.83 -3.04  0.001
C -0.59 -0.61 -2.43  0.077
C -1.35 0.53 -2.68  -0.035
C -0.82 1.53 -3.49  0.001
C 0.45 1.37 -4.02  -0.003
C 1.20 0.22 -3.77  0.009
C 0.68 -0.78 -2.97  -0.008
H 0.83 -3.65 -0.69  -0.008
H 1.43 -5.81 -1.75  0.000
H 0.07 -6.69 -3.61  0.000
H -1.89 -5.43 -4.43  0.000
H -2.50 -3.28 -3.38  0.001
H -2.35 0.62 -2.27  -0.005
H -1.40 2.41 -3.71  0.002
H 0.87 2.14 -4.66  0.002
H 2.18 0.10 -4.20  0.004
H 1.24 -1.69 -2.79  -0.010
C -3.64 0.54 3.75  0.000
N -2.43 0.33 4.52  0.011
C -2.19 1.05 5.79  -0.001
C -0.83 0.51 6.25  0.002
N -0.39 -0.25 5.07  -0.003
C -1.37 -0.36 4.18  0.032
S -1.24 -1.40 2.78  0.152
H -4.49 0.49 4.42  -0.002
H -3.73 -0.24 3.00  0.001
H -3.62 1.52 3.27  -0.001
H -3.00 0.84 6.49  0.000
H -2.17 2.13 5.59  0.000
H -0.93 -0.16 7.11  0.000
H -0.12 1.30 6.49  0.000
H 0.42 -0.83 5.05  -0.004
S -0.95 3.99 3.44  0.318
C -0.76 2.68 2.62  0.022
N -0.63 1.67 1.99  -0.090
C 2.17 4.38 -1.70  -0.005
C 0.89 4.14 -1.22  0.054
C 0.57 2.92 -0.65  0.061
C 1.53 1.90 -0.53  -0.102
C 1.24 0.62 0.04  0.205
C 2.25 -0.37 0.02  0.072
C 3.52 -0.11 -0.46  -0.020
C 3.82 1.14 -0.98  0.206
C 2.83 2.15 -1.04  -0.003
C 3.14 3.40 -1.61  0.094
H 2.41 5.34 -2.14  0.001
H 0.13 4.91 -1.30  0.002
H -0.44 2.75 -0.30  0.010
H 2.03 -1.36 0.40  0.001
H 4.28 -0.88 -0.43  0.004
H 4.81 1.35 -1.36  -0.001
H 4.14 3.58 -1.98  0.003

The gap between HOMO and LUMO (alpha / beta) is 8.327 / 5.642 eV. Its total charge is +2. As for the spin multiplicity: 5. For the energy above the lowest of the compared OMol25 structures with the same formula, charge and spin, the calculation gives 0.010 eV. The value obtained for the strongest force on any atom is 0.23 eV/Å. The calculation puts the HOMO energy (alpha / beta) at -13.77 / -14.00 eV. As for the calculated total energy: -69879.7802 eV. Its expectation value of S² is 6.072.